(1)
{"formula": "C32H23AsN5O4RuS3", "method": "wB97M-V/def2-TZVPD", "symbols": ["Ru", "O", "C", "O", "C", "C", "C", "C", "C", "N", "C", "O", "O", "H", "H", "H", "H", "N", "C", "N", "C", "C", "S", "C", "C", "S", "C", "N", "N", "H", "H", "H", "H", "H", "H", "C", "C", "C", "C", "C", "C", "As", "C", "C", "C", "C", "C", "C", "C", "C", "C", "C", "C", "C", "H", "H", "H", "H", "H", "H", "H", "H", "H", "H", "H", "H", "H", "S", "C"], "positions_angstrom": [[0.421405, 0.114668, 1.367977], [4.778591, 0.556278, 0.230909], [3.534810, 0.226821, 0.545791], [2.545335, 0.591111, -0.044007], [3.446808, -0.744168, 1.699076], [4.505903, -1.339367, 2.336949], [4.207959, -2.378463, 3.233264], [2.902651, -2.810076, 3.362537], [1.902876, -2.128293, 2.672964], [2.177822, -1.066267, 1.936377], [0.461728, -2.583134, 2.536682], [0.072597, -3.543337, 3.169306], [-0.227712, -1.897226, 1.673012], [4.765679, 1.121701, -0.556607], [5.521684, -1.034469, 2.133928], [5.007468, -2.877185, 3.763497], [2.624192, -3.667159, 3.960072], [2.057090, 3.273845, 0.038911], [1.693278, 3.151431, 1.330044], [1.022819, 2.141006, 1.860676], [0.634379, 2.473194, 3.155140], [1.092881, 3.642286, 3.635685], [1.992249, 4.455134, 2.413748], [-0.322417, 1.579685, 3.770929], [-1.030920, 1.815734, 4.884354], [-2.197780, 0.576258, 5.097748], [-1.682601, -0.183148, 3.640615], [-0.623374, 0.413372, 3.066067], [-2.401320, -1.199295, 3.166698], [1.903702, 2.508615, -0.596597], [2.637998, 4.040913, -0.245956], [0.924812, 4.084781, 4.601951], [-0.979564, 2.661852, 5.546697], [-3.049667, -1.658106, 3.782875], [-1.987280, -1.727597, 2.396323], [-1.870874, 0.894971, -6.411114], [-2.714058, 0.656449, -5.335557], [-2.218823, 0.688041, -4.039314], [-0.872379, 0.966295, -3.812950], [-0.035230, 1.217946, -4.894922], [-0.528546, 1.168249, -6.191681], [-0.108265, 1.085407, -2.035300], [0.273030, -0.829783, -1.851780], [1.438041, -1.463049, -2.263466], [1.541354, -2.841828, -2.142474], [0.481198, -3.578473, -1.618399], [-0.689608, -2.949282, -1.231572], [-0.795963, -1.568872, -1.353788], [-1.996004, -0.773977, -1.026885], [-3.248705, -1.197997, -0.872698], [-4.355481, -0.246679, -0.674646], [-4.189777, 1.074434, -0.653724], [-2.833449, 1.701452, -0.753009], [-1.667123, 0.690814, -0.862238], [-2.260536, 0.873400, -7.420240], [-3.761625, 0.443906, -5.505911], [-2.889888, 0.475338, -3.215655], [1.012557, 1.451400, -4.737807], [0.130677, 1.353793, -7.029477], [2.259157, -0.893702, -2.683497], [2.441763, -3.347717, -2.466368], [0.574032, -4.650933, -1.508285], [-1.505383, -3.527948, -0.817545], [-3.487952, -2.250956, -0.956098], [-5.356681, -0.652120, -0.602522], [-5.042099, 1.735212, -0.557008], [-2.812711, 2.540711, -1.447664], [-2.154008, 2.220566, 0.886405], [-1.090725, 0.943537, 0.519555]], "forces_ev_per_a": [[-1.3, 0.9, -0.1], [0.0, 0.2, -0.1], [0.3, -0.6, 0.9], [0.1, -0.2, -0.4], [-0.1, 0.8, -0.6], [0.0, -0.5, 0.3], [0.2, 0.2, -0.3], [-0.2, -0.1, -0.1], [0.0, 0.0, -0.1], [0.2, 0.1, 0.4], [-0.3, 0.0, 0.0], [0.0, 0.0, 0.0], [0.3, 0.0, -0.2], [0.0, 0.0, 0.0], [0.0, 0.0, 0.0], [0.0, 0.0, 0.0], [0.0, 0.0, 0.0], [0.1, -0.1, 0.2], [-0.2, -0.1, -0.4], [0.4, 0.2, -0.3], [0.1, -0.1, 0.0], [0.0, 0.1, 0.0], [0.1, 0.1, 0.2], [0.3, -0.1, 0.0], [-0.1, 0.0, 0.1], [-0.1, 0.0, 0.2], [0.4, 0.4, -0.3], [-1.0, -0.1, 1.1], [0.3, -0.3, -0.6], [-0.1, 0.0, -0.1], [-0.1, 0.0, 0.0], [0.0, 0.0, 0.0], [0.0, 0.0, 0.0], [0.0, -0.1, -0.1], [0.0, -0.1, 0.2], [0.0, 0.0, 0.0], [0.0, 0.0, 0.0], [0.0, 0.0, -0.1], [-0.4, 0.2, -0.1], [0.0, 0.0, -0.1], [0.0, 0.0, 0.0], [0.3, -0.3, -0.2], [0.2, 0.2, -0.1], [0.0, -0.1, 0.1], [0.0, 0.0, 0.0], [0.0, 0.0, 0.0], [0.1, -0.1, 0.0], [-0.4, 0.1, 0.0], [0.3, 0.1, 0.1], [-0.4, 0.1, 0.0], [0.2, -0.3, -0.1], [0.1, 0.2, 0.0], [0.0, -0.1, 0.0], [0.0, -0.1, 0.2], [0.0, 0.0, 0.0], [0.0, 0.0, 0.0], [0.0, 0.0, 0.0], [0.0, 0.0, 0.0], [0.0, 0.0, 0.0], [0.0, 0.0, 0.0], [0.0, 0.0, 0.0], [0.0, 0.0, 0.0], [0.0, 0.0, 0.0], [0.0, 0.0, -0.1], [0.0, 0.0, 0.0], [0.0, 0.0, 0.0], [0.0, 0.0, -0.1], [-0.2, 0.2, 0.3], [0.6, -0.7, -0.3]], "e_above_lowest_ev": 3.174, "max_force_ev_per_a": 1.57, "gap_ev": 7.3, "total_charge": 1, "e_tot_ev": -145119.977, "e_homo_ha": -0.377}

=====

(2)
{"formula": "C32H23BBr2F2IN4Tl", "method": "wB97M-V/def2-TZVPD", "symbols": ["Tl", "Br", "C", "C", "C", "N", "C", "C", "C", "C", "C", "Br", "C", "C", "N", "H", "H", "H", "H", "H", "H", "I", "C", "C", "C", "C", "C", "C", "C", "C", "C", "C", "H", "H", "H", "H", "H", "H", "C", "N", "C", "C", "C", "C", "C", "N", "C", "C", "C", "C", "C", "C", "H", "H", "H", "H", "H", "H", "H", "H", "H", "H", "H", "F", "B", "F"], "positions_angstrom": [[-1.347705, -0.405059, 0.015036], [4.602282, 0.261622, 4.136983], [2.955184, 0.039042, 3.254234], [2.707705, -1.101784, 2.519366], [1.495912, -1.181681, 1.857464], [0.566960, -0.224118, 1.869442], [0.823238, 0.877636, 2.587735], [2.004407, 1.038805, 3.306674], [-0.121920, 2.023074, 2.506161], [-0.450227, 2.772296, 3.628655], [-1.291690, 3.853829, 3.447492], [-1.804437, 4.897421, 4.932172], [-1.759148, 4.165877, 2.184597], [-1.375379, 3.344337, 1.135083], [-0.581497, 2.290124, 1.290918], [3.430449, -1.903007, 2.454342], [1.237877, -2.081540, 1.309546], [2.192080, 1.955744, 3.848718], [-0.073860, 2.512955, 4.609196], [-2.416353, 5.008309, 2.019589], [-1.717725, 3.539052, 0.123254], [-1.361072, -3.297762, 1.970606], [-2.325310, -4.015673, 0.237630], [-3.088545, -5.129810, 0.430731], [-3.652698, -5.796406, -0.674831], [-3.385818, -5.352834, -1.934079], [-2.597866, -4.196503, -2.150762], [-2.308153, -3.784127, -3.475980], [-1.564934, -2.670343, -3.708612], [-1.134957, -1.880230, -2.618734], [-1.384599, -2.223552, -1.314974], [-2.084724, -3.443142, -1.048156], [-3.243387, -5.520858, 1.426973], [-4.263679, -6.675482, -0.513146], [-3.769665, -5.884615, -2.797876], [-2.693624, -4.381870, -4.295435], [-1.336021, -2.358433, -4.721538], [-0.620602, -0.947647, -2.832642], [2.043944, -0.329008, -1.270903], [0.750143, 0.327912, -1.111973], [0.565915, 1.429974, -1.753744], [-0.715738, 2.027235, -1.880506], [-1.101242, 3.197586, -2.544146], [-2.494678, 3.247044, -2.464760], [-2.886467, 2.091060, -1.773851], [-1.820395, 1.355845, -1.430447], [3.247749, 0.473855, -0.807777], [3.134154, 1.461498, 0.167498], [4.258732, 2.133362, 0.630272], [5.513703, 1.827930, 0.120375], [5.634555, 0.849559, -0.857855], [4.508822, 0.179898, -1.318471], [2.182537, -0.626494, -2.314129], [2.019119, -1.260281, -0.705048], [1.397689, 1.909828, -2.275843], [-0.436755, 3.918637, -3.001067], [-3.149261, 4.003510, -2.872714], [-3.890508, 1.760691, -1.536640], [2.153976, 1.709738, 0.560850], [4.153590, 2.900633, 1.389910], [6.391922, 2.351649, 0.478272], [6.608865, 0.612288, -1.269840], [4.610153, -0.581380, -2.085339], [-3.390905, 0.365849, 2.487874], [-3.249245, -0.354677, 1.371445], [-4.300867, -1.107370, 1.052721]], "forces_ev_per_a": [[-0.8, -0.3, 0.0], [0.0, 0.0, 0.0], [0.0, 0.1, 0.0], [0.0, -0.1, 0.0], [-0.2, -0.1, 0.0], [0.2, 0.2, 0.2], [0.3, -0.1, 0.0], [-0.1, 0.0, 0.1], [-0.1, -0.1, 0.1], [0.1, 0.0, 0.1], [0.0, 0.0, 0.0], [0.0, 0.0, 0.0], [-0.1, 0.0, 0.0], [0.0, 0.0, -0.1], [0.0, -0.1, -0.1], [0.0, 0.0, 0.0], [0.1, 0.1, -0.1], [0.0, 0.0, 0.0], [0.0, 0.0, 0.0], [0.0, 0.0, 0.0], [0.0, 0.0, 0.0], [-0.2, -0.2, 0.0], [0.1, 0.2, 0.1], [0.0, -0.1, -0.1], [0.0, 0.0, 0.0], [0.0, 0.0, 0.0], [0.1, 0.1, 0.1], [-0.1, -0.1, 0.0], [0.1, 0.1, 0.0], [0.0, 0.0, 0.0], [0.2, 0.1, 0.2], [0.0, -0.1, -0.2], [0.0, 0.0, 0.0], [0.0, 0.0, 0.0], [0.0, 0.0, 0.0], [0.0, 0.0, 0.0], [0.0, 0.0, 0.0], [0.0, 0.0, 0.0], [0.0, 0.1, 0.2], [-0.1, 0.3, -0.1], [0.1, -0.2, 0.0], [-0.2, 0.0, -0.2], [0.1, 0.1, 0.1], [-0.1, 0.0, 0.0], [-0.1, 0.0, 0.0], [0.2, 0.1, 0.0], [-0.1, 0.0, 0.1], [0.0, 0.0, -0.1], [0.0, 0.0, 0.0], [0.0, 0.0, 0.0], [0.0, 0.0, 0.0], [0.0, 0.0, 0.0], [0.0, 0.0, 0.0], [-0.1, -0.1, 0.0], [0.0, 0.0, 0.0], [-0.1, -0.1, 0.0], [0.0, -0.1, 0.0], [0.1, 0.0, 0.0], [0.1, 0.0, -0.1], [0.0, 0.0, 0.0], [0.0, 0.0, 0.0], [-0.1, 0.0, 0.0], [0.0, 0.0, 0.0], [0.1, -0.1, -0.3], [0.4, 0.3, 0.2], [0.3, 0.1, -0.1]], "e_above_lowest_ev": 1.372, "max_force_ev_per_a": 0.81, "gap_ev": 7.4, "total_charge": 0, "e_tot_ev": -198510.183, "e_homo_ha": -0.281}

=====

(3)
{"formula": "C32H23BeF3N4P2SSe2", "method": "wB97M-V/def2-TZVPD", "symbols": ["Be", "F", "C", "F", "F", "C", "C", "C", "C", "N", "C", "S", "H", "H", "H", "Se", "P", "C", "C", "C", "C", "C", "C", "C", "C", "C", "C", "C", "C", "C", "C", "N", "N", "N", "P", "Se", "C", "C", "C", "C", "C", "C", "C", "C", "C", "C", "C", "C", "H", "H", "H", "H", "H", "H", "H", "H", "H", "H", "H", "H", "H", "H", "H", "H", "H", "H", "H", "H"], "positions_angstrom": [[-1.790209, 1.421477, -2.207940], [-5.324308, 0.629740, -5.864796], [-5.822042, 0.743568, -4.620904], [-7.121842, 1.090449, -4.748224], [-5.784338, -0.471295, -4.058285], [-5.084867, 1.760313, -3.798730], [-5.670808, 2.965053, -3.482822], [-5.005318, 3.890532, -2.672783], [-3.785220, 3.533441, -2.154098], [-3.210343, 2.366361, -2.451197], [-3.777786, 1.499128, -3.330842], [-2.705236, 0.237334, -3.749341], [-6.656457, 3.195834, -3.865989], [-5.442654, 4.851435, -2.445171], [-3.233499, 4.173172, -1.473464], [0.731964, -0.119597, 3.565756], [0.417227, -1.483326, 1.998631], [-0.441236, -2.983790, 2.566264], [0.290601, -4.140018, 2.834877], [-0.326375, -5.233918, 3.425701], [-1.670427, -5.177093, 3.761220], [-2.396079, -4.020839, 3.512761], [-1.787831, -2.923090, 2.925950], [1.920964, -2.120505, 1.202706], [1.810784, -3.057136, 0.174468], [2.951331, -3.650344, -0.339068], [4.202061, -3.302908, 0.161223], [4.311890, -2.356720, 1.169104], [3.168434, -1.767368, 1.696058], [-0.591362, -0.747077, 0.692171], [-0.407252, 0.316064, -0.191997], [-1.616554, 0.479278, -0.807936], [-2.466542, -0.420421, -0.351261], [-1.872571, -1.159753, 0.542040], [0.782751, 1.606650, -0.527555], [0.009813, 2.756696, -2.179932], [0.949633, 2.596801, 0.969532], [-0.084951, 3.473051, 1.288739], [-0.026374, 4.206373, 2.460332], [1.068557, 4.076661, 3.306168], [2.097209, 3.204544, 2.989408], [2.035658, 2.450184, 1.826844], [2.393561, 1.008913, -1.059714], [3.504069, 1.847469, -0.986501], [4.680524, 1.482281, -1.620329], [4.742973, 0.300470, -2.346987], [3.627689, -0.519997, -2.439934], [2.452008, -0.168726, -1.797509], [1.344412, -4.191427, 2.601513], [0.248078, -6.131178, 3.620759], [-2.148300, -6.028390, 4.229895], [-3.444290, -3.972051, 3.780528], [-2.356674, -2.026969, 2.735090], [0.832251, -3.338539, -0.199672], [2.866517, -4.391304, -1.126246], [5.092418, -3.768294, -0.243430], [5.287004, -2.086575, 1.556313], [3.227197, -1.052925, 2.509008], [-0.929420, 3.574376, 0.617588], [-0.831838, 4.883497, 2.714759], [1.113281, 4.647392, 4.225320], [2.940914, 3.086985, 3.657951], [2.816398, 1.736458, 1.603735], [3.447176, 2.791229, -0.460358], [5.544757, 2.131032, -1.563741], [5.661145, 0.024857, -2.850956], [3.669763, -1.431751, -3.022105], [1.571994, -0.795778, -1.882597]], "forces_ev_per_a": [[-0.3, 0.0, 0.2], [0.0, 0.0, 0.1], [0.0, 0.1, 0.0], [0.1, -0.1, 0.0], [-0.1, 0.1, -0.1], [0.1, 0.0, 0.1], [0.0, 0.1, 0.1], [-0.1, 0.0, -0.1], [0.1, -0.1, 0.2], [-0.2, -0.2, -0.4], [-0.3, 0.3, 0.0], [0.2, 0.0, 0.0], [0.0, 0.0, 0.0], [0.0, 0.0, 0.0], [0.0, 0.0, -0.1], [0.1, -0.1, 0.0], [-0.1, 0.0, 0.1], [0.0, 0.1, 0.0], [-0.1, 0.0, 0.0], [0.0, 0.0, 0.0], [0.1, 0.0, 0.0], [0.0, 0.0, 0.0], [0.0, -0.1, 0.0], [-0.1, 0.1, 0.0], [0.0, 0.0, 0.0], [0.0, 0.0, -0.1], [0.0, 0.1, 0.0], [0.0, 0.0, 0.0], [0.0, 0.0, 0.0], [-0.1, 0.0, -0.2], [-0.3, -0.1, 0.1], [0.6, 0.0, -0.1], [0.1, 0.1, -0.1], [0.0, -0.1, 0.1], [0.1, 0.1, 0.2], [-0.1, 0.0, -0.1], [0.2, 0.0, -0.1], [0.0, 0.0, 0.0], [0.0, 0.0, 0.0], [0.0, 0.0, 0.0], [0.0, 0.0, 0.0], [-0.1, 0.1, 0.0], [-0.1, -0.1, 0.0], [0.0, 0.0, 0.0], [0.0, 0.0, 0.0], [0.0, 0.0, 0.0], [0.0, -0.1, 0.0], [0.0, -0.1, 0.1], [0.0, 0.0, 0.0], [0.0, 0.0, 0.0], [0.0, 0.0, 0.0], [0.0, 0.0, 0.0], [0.0, 0.0, 0.0], [0.0, 0.0, 0.0], [0.0, 0.0, 0.0], [0.0, 0.0, 0.0], [0.0, 0.0, 0.0], [0.0, 0.0, 0.0], [0.0, 0.0, 0.0], [0.0, 0.0, 0.0], [0.0, 0.0, 0.0], [0.0, 0.0, 0.0], [0.0, 0.0, 0.0], [0.0, 0.0, 0.0], [0.0, 0.0, 0.0], [0.0, 0.0, 0.0], [0.0, 0.0, 0.0], [0.0, 0.0, 0.0]], "max_force_ev_per_a": 0.63, "gap_ev": 7.8, "total_charge": 0, "e_tot_ev": -208182.138, "e_homo_ha": -0.290}

=====

What is the formula in the third record?
C32H23BeF3N4P2SSe2